ORCA calculation (the ωB97M-V functional and the def2-TZVPD basis) on the ion C7H14N with charge +1 at a distorted geometry.

The geometry in XYZ format:
```
22
Properties=species:S:1:pos:R:3
C 0.322 3.048 -1.084
C -0.068 1.797 -0.712
C 0.804 0.902 -0.128
C -1.076 -1.142 0.471
C 0.415 -0.618 0.004
C 0.474 -1.316 -1.325
C 1.419 -1.232 1.096
N -2.090 -0.288 1.202
H -0.200 3.835 -1.692
H 1.098 3.525 -0.578
H -0.988 1.393 -1.137
H 1.820 1.154 0.246
H -1.641 -1.934 0.021
H -0.231 -0.899 -1.991
H 0.140 -2.289 -0.950
H 1.579 -1.213 -1.553
H 1.369 -2.364 0.985
H 1.265 -1.033 2.160
H 2.451 -0.888 0.927
H -2.837 -0.975 1.399
H -2.340 0.449 0.541
H -1.686 0.087 2.098
```

Computed properties:
- Relative energy (zero: lowest compared OMol25 entry of this formula, charge and spin): 464.78 kJ/mol
- Multiplicity: 1
- Strongest force on any atom: 0.0655 hartree/bohr
- DFT total energy: -329.43051 Ha
- Gap between HOMO and LUMO (spin up / spin down): 6.359 / 9.772 eV
- Charge: +1